2 unconnected molecules or ions with the total composition H4S4, computed with ωB97M-V with the def2-TZVPD basis set.

The SMILES is SS.SS. As for the HOMO-LUMO gap: 0.3179 Eh. As for the total energy: -1595.09927 a.u. The multiplicity is 1.

Bonds (Å) are listed after each position.
Atoms and positions in Å:
1 S -2.20 0.45 0.09  S2 2.057, H3 1.343
2 S -3.69 0.85 1.45  S1 2.057, H4 1.359
3 H -1.45 0.08 1.14  S1 1.343
4 H -3.58 2.09 1.99  S2 1.359
5 S 2.13 -0.30 -0.13  S6 2.148, H7 1.319
6 S 3.69 -0.87 -1.49  S5 2.148, H8 1.338
7 H 1.69 -1.41 0.45  S5 1.319
8 H 3.71 -2.20 -1.34  S6 1.338